C15H21Cl2IrNOS2Si as an isolated structure at a distorted geometry, computed with wB97M-V/def2-TZVPD.

Values from the calculation:
charge	+1
HOMO (alpha / beta)	-11.1 / -11.1	eV
Kohn-Sham gap (alpha / beta)	6.39 / 6.39	eV
energy relative to the best compared isomer or geometry (same formula, charge and spin)	0.6	kcal per mole
LUMO level (alpha / beta)	-4.72 / -4.73	eV

The geometry in XYZ format:
```
44
Properties=species:S:1:pos:R:3:forces:R:3
C 2.7162 -0.0474 -2.2977 -0.003 0.142 -0.069
S -1.2107 -3.8874 -0.8480 0.003 0.021 -0.015
H 4.3089 0.0688 0.4748 -0.024 0.036 0.049
C -0.9657 -5.9143 0.8676 -0.021 0.022 0.021
H 4.3051 -2.6159 -1.0072 -0.019 -0.043 -0.008
C 0.3355 4.6900 0.6342 -0.056 -0.029 -0.019
H -0.7451 -4.5641 2.5605 0.007 -0.010 0.002
H 2.7855 0.8935 0.8222 0.009 -0.001 -0.024
H 3.1759 -0.6196 1.6404 -0.027 -0.064 -0.013
C -4.3188 0.5554 0.6033 -0.037 0.106 0.058
Si 2.4847 -1.0064 -0.7270 -0.251 -0.115 0.009
C -0.8639 2.6498 0.0483 -0.002 -0.593 -0.027
C -0.8592 1.4226 -0.0171 -0.221 0.620 0.600
C -0.6681 -5.6098 -0.5960 -0.006 -0.027 0.005
C 3.2212 -2.7072 -0.8965 -0.018 -0.033 -0.004
H -5.2142 -0.0412 0.7290 -0.001 -0.014 -0.072
C -1.8321 6.2123 -0.2360 0.046 0.031 -0.003
H 1.1676 4.0853 0.9683 -0.008 -0.012 0.005
C -1.0372 -3.5413 0.8319 0.009 -0.023 -0.044
H -0.6648 7.9046 0.3708 0.006 -0.001 -0.019
H -4.5251 1.5172 0.1510 0.021 0.010 0.002
H 2.2294 -0.5119 -3.1562 -0.014 -0.067 0.021
Cl -3.5432 0.7740 2.1472 0.027 -0.024 0.023
C 0.3834 6.0679 0.7181 -0.043 0.028 -0.001
C -0.7012 6.8261 0.2913 0.003 0.003 0.004
Cl -3.2919 -0.3538 -0.5821 0.397 0.070 0.247
C -0.8031 4.0612 0.1103 0.006 0.187 -0.039
C -1.8842 4.8357 -0.3338 0.063 -0.034 0.017
H -2.7522 4.3437 -0.7514 -0.002 -0.008 0.001
H 2.8411 -3.2258 -1.7788 -0.007 0.005 -0.005
H 3.7841 0.0272 -2.5222 -0.030 0.029 -0.014
S -1.1822 -2.0173 1.5489 -0.064 0.296 0.410
H -0.2511 -6.6225 1.2815 -0.007 -0.009 -0.002
H 2.3260 0.9692 -2.2055 0.016 -0.003 0.009
O 0.8477 -1.2452 -0.4204 0.085 0.222 0.266
N -0.8426 -4.6296 1.5576 0.036 0.015 -0.031
H -1.2222 -6.2586 -1.2685 0.017 -0.001 -0.007
C 3.2479 -0.0877 0.6914 0.040 0.106 0.060
H 1.2617 6.5544 1.1195 -0.004 0.007 0.005
Ir -0.8258 -0.4579 -0.1088 0.084 -0.884 -1.423
H -2.6653 6.8115 -0.5766 -0.005 0.003 0.014
H 0.3948 -5.6699 -0.8201 0.005 0.003 0.000
H -1.9750 -6.3082 1.0014 -0.011 0.021 -0.014
H 3.0282 -3.3275 -0.0193 0.001 0.016 0.025
```
Positions in Å, forces in eV/Å.

---

C15H21CoN6S2Si as an isolated structure, computed with wB97M-V/def2-TZVPD.

Values from the calculation:
charge	+1
HOMO (alpha / beta)	-10.7 / -10.8	eV
Kohn-Sham gap (alpha / beta)	7.97 / 8.23	eV
energy relative to the best compared isomer or geometry (same formula, charge and spin)	0.0	kcal per mole
spin multiplicity	2
LUMO level (alpha / beta)	-2.74 / -2.57	eV

The geometry in XYZ format:
```
46
Properties=species:S:1:pos:R:3:forces:R:3
H 0.0118 -1.7936 4.2749 -0.002 -0.009 0.004
C -0.9389 2.6905 -2.7627 -0.060 0.111 -0.066
H -0.5168 2.0635 -3.5509 0.039 -0.027 0.073
C -3.0456 0.8477 0.1359 0.028 0.035 -0.052
H 5.1848 -1.9258 -0.7780 0.005 0.014 -0.016
H 2.1153 2.0878 -1.6568 -0.007 -0.019 -0.002
C -2.1732 -3.1546 1.3508 -0.022 -0.018 -0.033
N -1.5257 -0.9498 0.5462 0.078 -0.006 -0.011
H -4.5716 -1.8392 1.5570 -0.018 0.015 -0.003
H 1.9072 2.3967 0.0711 0.012 0.001 0.000
C -1.7603 0.2935 0.0409 -0.131 -0.006 0.142
H 1.6681 0.1432 -4.0494 -0.009 0.013 0.000
C 2.3073 -0.6027 -2.2577 -0.140 0.096 0.024
C -1.1189 3.6782 0.0758 -0.047 -0.006 0.011
C 3.1137 -1.3854 -0.3226 0.071 -0.031 -0.062
N 1.4685 -1.6142 1.3943 0.072 -0.105 0.050
Co 0.3310 -0.8666 -0.0438 -0.088 0.401 0.040
H -1.1167 -3.2799 1.5795 -0.019 -0.016 -0.008
C -3.7847 -1.2216 1.1500 0.025 0.071 -0.040
H -2.0235 2.5562 -2.7845 0.006 -0.015 -0.020
N 2.0288 -0.8430 -0.9960 -0.131 -0.073 -0.025
H -2.4018 -3.7773 0.4833 -0.003 -0.006 0.006
C 4.2291 -1.5208 -1.0631 0.011 0.045 0.024
H -5.0369 0.4863 0.7842 -0.006 -0.016 0.012
H -0.6501 4.6479 -0.1088 -0.010 0.011 0.021
H -2.7671 -3.5225 2.1857 0.007 0.002 0.004
C -2.5066 -1.7288 1.0284 -0.011 -0.028 -0.010
H -2.1844 3.7966 -0.1257 0.013 0.007 0.008
Si -0.2983 2.4151 -1.0292 0.045 -0.064 0.119
S 3.9414 -0.9516 -2.6730 0.032 -0.071 0.004
N 1.3863 -0.1599 -3.1335 0.098 0.053 -0.016
C 3.6200 -2.1357 2.0611 0.050 0.047 -0.027
H 0.5306 0.2243 -2.7558 -0.011 -0.058 -0.002
N 0.0738 -1.7735 3.2723 0.051 0.029 0.008
H 1.7820 3.7172 -1.0892 0.011 -0.001 -0.011
S 2.7053 -2.3260 3.5133 0.009 -0.063 0.037
H -0.7407 3.7292 -3.0426 -0.015 -0.012 -0.038
C -4.0365 0.0800 0.7044 -0.012 -0.077 0.039
C 1.5469 2.6632 -0.9251 0.048 0.006 -0.018
C 2.8168 -1.7414 1.0577 -0.032 -0.072 0.060
H 4.6840 -2.2983 2.0504 -0.002 0.011 0.001
H -0.9990 3.4496 1.1364 0.021 -0.016 -0.001
H -0.6623 -1.3028 2.7669 0.008 0.018 0.017
H -3.2522 1.8363 -0.2470 0.020 -0.031 0.000
C 1.2745 -1.8645 2.6715 -0.094 0.089 -0.013
N -0.6157 0.7762 -0.4963 0.110 -0.227 -0.232
```
Positions in Å, forces in eV/Å.

---

C15H21EuF2NOSi as an isolated structure at a distorted geometry, computed with wB97M-V/def2-TZVPD.

Values from the calculation:
charge	+3
HOMO (alpha / beta)	-17.5 / -17.5	eV
Kohn-Sham gap (alpha / beta)	5.96 / 5.10	eV
spin multiplicity	7
LUMO level (alpha / beta)	-11.55 / -12.41	eV

The geometry in XYZ format:
```
42
Properties=species:S:1:pos:R:3:forces:R:3
C 0.9098 0.7510 -1.4857 -3.548 3.860 -0.895
H -0.5104 0.0424 -4.3029 0.230 0.201 -0.301
H 1.6188 -2.3897 3.3793 0.458 0.299 0.004
H -4.6781 -1.3313 3.9342 0.262 0.290 -0.342
C -2.0773 0.0433 2.0129 -0.349 -0.271 0.441
Si 0.6962 -0.8365 1.6565 1.160 -0.196 0.810
C 1.7488 -1.3173 3.1708 -1.167 0.444 -0.272
H -0.1418 0.9919 -5.7483 0.232 0.291 0.376
C 1.3303 1.2044 -4.0288 -2.416 -0.238 -0.900
H -1.8685 0.9074 1.3829 -0.309 -0.189 0.216
C -1.1167 -0.8829 2.2830 0.545 -0.685 -0.224
C 1.0275 -2.2015 0.3613 -0.720 -0.287 0.393
N -0.9308 2.0829 -4.0757 0.462 -0.794 0.859
H 1.7912 1.9287 -4.7181 0.500 -0.181 0.833
C -1.4684 -2.0198 3.1310 -0.042 0.203 -0.146
H 0.1985 -2.3405 -0.3511 0.574 0.172 -0.096
Eu 4.0467 -0.9304 -1.9614 1.513 -0.892 -0.487
H -0.3878 1.7784 -0.0608 0.296 -0.422 -0.362
H 1.0944 1.5931 1.9604 0.316 -0.216 -0.219
H 2.0142 -2.1075 -0.1354 -0.353 0.028 0.055
C -0.3846 2.5664 -2.8749 1.355 -2.244 -2.123
H -4.1593 0.5962 2.4243 0.326 -0.210 -0.005
H 1.1840 2.4856 -0.3141 -0.333 -0.291 0.041
C -0.0953 1.0062 -4.6518 -0.523 -0.812 0.424
H 1.8128 0.2091 -4.0622 0.189 0.451 0.088
F 2.2322 0.0749 -1.5336 -1.502 0.052 0.666
C 0.9488 1.7774 -2.6341 3.389 -0.437 -0.722
H -0.7094 -2.7830 3.3318 -0.254 0.271 -0.047
H 1.0755 -3.1467 0.9342 0.101 0.341 -0.251
H 2.7973 -1.0136 3.0512 -0.252 -0.322 0.171
C 1.2978 0.8938 1.1335 -1.008 -0.324 -0.871
H 1.3053 -0.7664 4.0217 0.492 -0.192 -0.144
H 2.3920 0.8135 0.9874 -0.356 0.156 0.337
O -0.8037 3.4023 -2.1832 -1.109 1.729 1.932
C -3.6925 -1.2341 3.4689 -0.263 -0.226 0.236
H -2.9149 -3.0678 4.3398 -0.171 0.398 -0.163
H 1.8450 2.3808 -2.3905 -0.933 0.554 0.302
H -1.8644 1.7334 -3.8654 -0.242 0.704 -0.611
C -2.7513 -2.1865 3.7149 0.733 -0.327 -0.050
F -0.1187 -0.0874 -1.7479 1.355 -1.149 0.455
C 0.6751 1.5183 -0.1656 1.782 -0.181 0.727
C -3.3683 -0.1385 2.6114 -0.420 0.641 -0.135
```
Positions in Å, forces in eV/Å.

---

A 2-piece molecular cluster, C15H21F4N4O2 overall, computed with wB97M-V/def2-TZVPD.

Values from the calculation:
charge	+1
HOMO	-12.6	eV
Kohn-Sham gap	9.36	eV
LUMO level	-3.24	eV

The geometry in XYZ format:
```
46
Properties=species:S:1:pos:R:3:forces:R:3
H -2.0193 0.7594 -0.6294 -0.143 0.070 -0.117
C 2.1584 0.2610 -3.7002 0.009 -0.012 -0.005
C 2.3757 -2.0012 -4.5071 0.004 0.008 0.002
H 2.1817 -3.1278 2.2718 0.078 0.048 -0.001
C 2.3331 -2.6137 1.3213 -0.056 -0.146 0.033
H 3.3740 -2.7445 1.0259 -0.066 0.003 -0.056
C 0.9862 0.7435 2.9394 0.164 0.025 -0.095
H 1.0295 -3.4395 -3.6313 -0.018 0.008 0.017
F 3.2250 -0.4037 1.4531 0.089 0.050 0.004
H 1.7686 -1.1908 3.5145 -0.044 0.033 -0.004
H 2.4710 1.2960 -3.7206 0.001 -0.002 -0.003
H 2.8565 -2.7229 -5.1526 0.001 0.004 0.000
C 1.3573 -2.4113 -3.6620 0.031 -0.012 -0.029
O -0.8458 -1.0523 -1.2334 0.096 0.044 0.044
H 3.5723 -0.3591 -5.1864 -0.003 0.000 -0.002
F -6.0650 2.2224 0.6662 -0.098 0.028 -0.015
C 0.7600 -1.4636 -2.8493 -0.012 -0.024 0.008
H 1.4871 -0.8150 0.5179 0.157 0.090 -0.030
H 1.6970 -3.0935 0.5768 0.033 -0.011 0.027
H -0.1595 3.1460 1.9296 -0.120 0.206 -0.482
N -0.3127 -1.8992 -1.9445 -0.076 -0.092 0.098
C 2.7755 -0.6715 -4.5249 -0.010 -0.002 0.010
H -2.1431 2.4325 -0.0819 -0.053 -0.022 0.036
C 1.2559 1.7083 1.7427 -0.172 0.268 0.057
H 1.9244 2.5287 1.9885 0.092 -0.152 0.076
F -4.3206 3.4949 0.8467 0.000 0.052 -0.029
O -0.6130 -3.0702 -1.9281 0.031 0.113 -0.004
N -0.4729 0.9777 3.1579 0.193 -0.634 0.021
H -4.3828 0.3171 0.0612 0.006 0.042 0.011
H 1.5388 1.0250 3.8321 -0.071 0.192 -0.056
F -4.5777 1.8178 2.1870 -0.035 -0.033 -0.011
C 1.1378 -0.1315 -2.8507 0.018 0.041 -0.002
H -4.2744 1.6663 -1.0658 0.001 -0.059 0.019
H -2.5960 0.2869 1.8963 -0.007 0.059 -0.055
H 1.6620 1.1768 0.8925 -0.014 0.108 -0.054
H 0.6404 0.5780 -2.2062 -0.017 -0.020 0.003
C -0.9598 1.4041 1.9909 -0.149 0.128 -0.327
C -4.7590 2.2280 0.9048 0.087 -0.027 0.130
H 0.2826 -1.2912 2.5942 0.065 0.015 -0.011
C 2.0297 -1.1306 1.4158 -0.236 0.065 -0.012
C 1.2405 -0.7610 2.6598 -0.018 -0.155 0.182
N -0.0797 2.3013 1.3587 0.357 -0.476 0.549
H -0.9755 0.2749 3.6859 0.003 0.018 -0.032
C -2.5053 1.4216 0.0865 0.149 0.030 -0.145
C -4.0143 1.3384 -0.0585 0.049 -0.013 -0.052
N -2.0444 0.9874 1.4151 -0.291 0.143 0.298
```
Positions in Å, forces in eV/Å.